Molecular formula: C18H40N3O9P2
Method: DFT, ωB97M-V/def2-TZVPD

The HOMO-LUMO gap comes out at 7.8 eV. As for the net charge: +1.

Geometry as XYZ:
```
72
C18H40N3O9P2 ωB97M-V/def2-TZVPD
C -1.093 0.038 -0.525
C -2.432 0.520 0.133
C -2.681 2.065 0.203
N -3.298 -0.382 0.580
N -4.504 -0.074 -0.076
C -4.678 0.083 -1.460
C -6.074 0.418 -1.565
N -6.586 0.421 -0.280
O -7.902 0.742 -0.131
C -5.644 0.123 0.665
H -1.359 -0.216 -1.583
H -0.350 0.872 -0.468
H -0.771 -0.883 0.022
H -1.862 2.601 0.740
H -3.685 2.251 0.673
H -2.769 2.434 -0.858
H -3.891 -0.004 -2.229
H -6.544 0.612 -2.546
H -7.960 1.680 -0.410
H -5.782 0.073 1.760
O 2.152 -0.540 -2.391
P 2.182 -0.165 -3.863
O 1.798 -1.684 -4.417
C 0.438 -2.089 -4.335
C -0.450 -1.311 -5.291
O 3.823 -0.212 -4.000
C 4.693 -0.148 -2.873
C 5.027 -1.542 -2.375
O 2.082 0.350 -5.464
C 3.180 0.386 -6.384
C 3.651 -0.986 -6.818
H 0.082 -1.982 -3.304
H 0.404 -3.150 -4.589
H -0.503 -0.254 -5.008
H -1.466 -1.712 -5.289
H -0.057 -1.354 -6.308
H 4.275 0.475 -2.083
H 5.613 0.342 -3.203
H 4.130 -2.133 -2.189
H 5.612 -1.494 -1.455
H 5.608 -2.082 -3.128
H 3.993 0.993 -5.988
H 2.816 0.918 -7.267
H 3.989 -1.596 -5.981
H 4.483 -0.891 -7.519
H 2.842 -1.536 -7.302
O -0.154 0.773 7.050
P -0.160 1.064 5.567
O -0.544 -0.453 5.024
C -1.902 -0.866 5.133
C -2.806 -0.091 4.193
O 1.479 1.045 5.396
C 2.370 1.128 6.507
C 2.737 -0.258 7.002
O -0.288 1.649 3.989
C 0.796 1.733 3.062
C 1.273 0.384 2.563
H -2.240 -0.761 6.168
H -1.935 -1.928 4.881
H -2.857 0.966 4.478
H -3.822 -0.494 4.212
H -2.428 -0.133 3.170
H 1.957 1.747 7.303
H 3.274 1.633 6.157
H 1.854 -0.864 7.208
H 3.339 -0.196 7.911
H 3.313 -0.790 6.240
H 1.610 2.329 3.474
H 0.418 2.301 2.205
H 1.624 -0.258 3.369
H 2.096 0.515 1.856
H 0.462 -0.151 2.064
```

=====

Molecular formula: C3H7BrO2
Method: DFT, ωB97M-V/def2-TZVPD

The HOMO-LUMO gap comes out at 10.2 eV. The relative energy (zero: lowest compared OMol25 entry of this formula, charge and spin) is 87.9 kJ/mol. As for the net charge: 0. As for the SMILES: CCC(O)(O)Br.

Geometry as XYZ:
```
13
C3H7BrO2 ωB97M-V/def2-TZVPD
C -0.037 1.258 0.785
C -0.769 0.451 -0.225
C 0.128 -0.841 -0.434
O -0.088 -1.736 0.542
O 1.395 -0.512 -0.625
Br -0.468 -1.698 -2.258
H 0.644 2.047 0.363
H 0.549 0.580 1.583
H -0.777 1.657 1.392
H -1.671 -0.118 0.225
H -1.010 0.917 -1.091
H 0.679 -2.384 0.820
H 1.425 0.379 -1.076
```

=====

Molecular formula: C4H3N2O3
Method: DFT, ωB97M-V/def2-TZVPD

The HOMO-LUMO gap comes out at 8.1 eV. The relative energy (zero: lowest compared OMol25 entry of this formula, charge and spin) is 287.3 kJ/mol. As for the net charge: -1. As for the SMILES: O=C1N[C@H]2N=C[C@]1([O-])O2.

Geometry as XYZ:
```
12
C4H3N2O3 ωB97M-V/def2-TZVPD
O -0.274 -2.772 0.083
C -0.135 -1.594 -0.251
N -1.155 -0.656 -0.108
C -0.696 0.576 -0.504
N 0.426 1.022 0.651
C 1.326 0.178 0.332
C 1.138 -0.802 -0.747
O 2.058 -1.369 -1.394
O 0.109 0.340 -1.586
H -1.945 -0.581 0.578
H -1.360 1.401 -0.729
H 2.308 -0.014 0.692
```

=====

Molecular formula: C3H7IN2S
Method: DFT, ωB97M-V/def2-TZVPD

The HOMO-LUMO gap comes out at 7.2 eV. The relative energy (zero: lowest compared OMol25 entry of this formula, charge and spin) is 299.0 kJ/mol. As for the net charge: 0.

Geometry as XYZ:
```
14
C3H7IN2S ωB97M-V/def2-TZVPD
C 0.605 -1.593 2.308
C -2.081 0.220 -0.695
C 0.697 0.402 -0.484
N 1.021 -2.649 2.859
N 1.069 -1.090 1.034
S -0.655 1.252 -0.031
I 2.427 1.221 -1.331
H -0.060 -0.897 2.687
H -3.010 0.685 -0.372
H -1.940 -0.834 -0.473
H -2.017 0.075 -1.716
H 0.335 -0.278 -1.166
H 1.504 -3.384 2.336
H 1.796 -1.695 0.709
```

=====

Molecular formula: C6H18Li3NO3
Method: DFT, ωB97M-V/def2-TZVPD

The HOMO-LUMO gap comes out at 7.9 eV. The relative energy (zero: lowest compared OMol25 entry of this formula, charge and spin) is 74.1 kJ/mol. As for the net charge: 0.

Geometry as XYZ:
```
31
C6H18Li3NO3 ωB97M-V/def2-TZVPD
Li -0.195 -0.471 1.647
Li -2.723 -0.849 2.479
Li 0.062 1.509 3.461
O -1.441 0.682 2.730
H -2.096 1.402 2.646
O 1.364 0.138 2.836
H 1.676 -0.372 3.609
O -1.395 -2.177 1.648
H -1.209 -3.054 2.037
C 0.812 2.270 -0.093
C 1.198 0.869 -0.626
N 0.036 -0.086 -0.620
C 0.388 -1.407 -1.143
C 1.451 -2.025 -0.248
C -1.197 0.414 -1.263
C -1.116 0.585 -2.782
H 0.376 2.387 0.899
H 0.227 2.822 -0.829
H 1.719 2.870 -0.022
H 1.768 0.991 -1.547
H 1.917 0.456 0.081
H -0.459 -2.091 -1.082
H 0.689 -1.371 -2.190
H 1.685 -3.038 -0.575
H 2.389 -1.476 -0.327
H 1.129 -2.077 0.792
H -1.542 1.388 -0.914
H -2.005 -0.288 -1.058
H -1.022 -0.338 -3.354
H -0.408 1.358 -3.080
H -2.076 0.979 -3.113
```

=====

Molecular formula: C4F5N
Method: DFT, ωB97M-V/def2-TZVPD

The HOMO-LUMO gap (spin up / spin down) comes out at 4.3 / 10.3 eV. The relative energy (zero: lowest compared OMol25 entry of this formula, charge and spin) is 483.0 kJ/mol. As for the net charge: 0.

Geometry as XYZ:
```
10
C4F5N ωB97M-V/def2-TZVPD
C -1.234 0.759 0.711
C 0.012 0.228 0.141
C 0.383 0.697 -1.109
C 0.744 -0.687 0.944
N -2.155 1.148 1.268
F -0.423 -2.586 -1.902
F 1.462 0.398 -1.746
F -0.270 1.713 -1.683
F 0.278 -1.250 2.042
F 1.894 -1.253 0.582
```

=====

- Look up the net charge of the second one.
  0

=====

- What is the net charge in the first record?
  +1